[1]
Density functional theory data (wB97M-V/def2-TZVPD) for 5 unconnected molecules or ions with the total composition C3H14O4 at a distorted geometry.

Each line ends with the Mulliken charge.
CARTESIAN COORDINATES (ANGSTROEM)
C 3.62141 1.15854 1.32740  -1.044
C 2.58528 0.20696 0.83346  0.608
C 2.65856 -1.14590 0.81248  -1.052
H 3.55394 2.15039 0.87662  0.351
H 3.49952 1.35377 2.41327  0.268
H 4.64587 0.80397 1.21150  0.289
H 1.71116 0.68361 0.35790  -0.020
H 2.56339 -1.58502 -0.17422  0.195
H 3.01071 -1.74658 1.63448  0.382
H 1.22876 -1.57986 2.93900  0.318
H 0.28106 -0.98959 1.91857  0.381
O 0.30189 -1.40194 2.79289  -0.659
H -7.14237 1.59614 -0.75972  0.318
H -5.95354 0.97162 -0.12439  0.318
O -6.36841 1.07029 -0.98236  -0.636
H -0.60543 0.25620 -0.74060  0.320
H -0.03171 1.54891 -0.25609  0.301
O -0.62117 0.85875 0.00616  -0.638
H -0.02370 -0.22007 -4.34772  0.317
H -0.51326 -1.13206 -3.31952  0.302
O -0.70694 -0.88721 -4.22225  -0.619

Force components x, y, z for each atom (eV/Å):
-0.21 0.48 2.36
-0.06 -0.09 -0.66
0.19 1.08 -0.40
-0.20 -0.23 -0.23
0.14 0.01 -0.25
-0.22 -0.21 -0.17
1.03 -0.33 -0.90
-1.68 -0.73 0.39
1.38 -0.02 -0.23
0.24 -0.03 0.05
0.00 -0.01 0.19
-0.46 0.07 -0.09
-0.15 0.04 -0.26
0.35 -0.19 0.14
-0.20 0.15 0.12
-0.18 -0.16 -0.08
0.47 0.88 -0.19
-0.47 -0.68 0.24
-0.08 0.14 -0.51
-0.27 -0.53 0.44
0.37 0.36 0.05

Summary:
LUMO energy = 0.0028 Eh
Gap between HOMO and LUMO = 8.929 eV
Net charge = 0
SMILES = C=CC.O.O.O.O
HOMO energy = -8.854 eV
Energy = -11525.4883 eV


[2]
Density functional theory data (wB97M-V/def2-TZVPD) for a molecular structure, C27H39BrN6O5PSSbSe4Tc at a distorted geometry.

Each line ends with the Mulliken charge.
CARTESIAN COORDINATES (ANGSTROEM)
Tc -0.04832 1.58968 0.39922  0.372
Br 6.22598 1.17308 3.40212  -0.093
C 5.18278 1.32858 1.81752  -0.230
C 5.74178 1.01408 0.57542  -0.150
N 5.06858 1.10898 -0.55078  -0.611
C 3.82098 1.52858 -0.51048  -0.410
C 3.17458 1.85438 0.67562  0.262
C 3.86288 1.74878 1.87772  -0.270
C 1.81408 2.34938 0.59992  1.121
O 1.26388 2.50278 -0.52508  -0.512
O 1.06258 2.53078 1.59092  -0.708
H 6.77448 0.70368 0.49332  0.432
H 3.32898 1.62278 -1.47098  0.637
H 3.39408 2.01538 2.81542  0.603
N -1.09512 4.05898 0.27552  -0.298
C -0.94962 4.73278 -1.00108  0.979
C -1.26202 4.04968 -2.17258  0.067
C -1.10772 4.66238 -3.40888  -1.218
C -0.63232 5.94628 -3.41038  0.031
C -0.34342 6.67088 -2.28568  -0.805
C -0.48742 6.04378 -1.05518  -0.807
S -0.37432 6.82668 -5.05028  1.195
O -1.76972 7.14068 -5.23268  -0.637
O 0.51188 7.88818 -4.67398  -0.657
O 0.17468 5.73188 -5.80318  -0.656
H -0.61122 4.60828 0.99632  0.303
H -2.09332 4.07538 0.55082  0.259
H -1.61332 3.01598 -2.14668  0.192
H -1.32792 4.14008 -4.32548  0.456
H 0.01148 7.68568 -2.36708  0.518
H -0.24192 6.58138 -0.14858  0.328
N 0.03078 -0.13032 0.79802  -0.689
P -0.18262 -1.74002 0.79712  -0.824
N -0.36452 -2.33582 -0.74068  0.441
C -1.55722 -1.85162 -1.44888  0.537
C -1.17472 -0.88032 -2.55458  0.525
C -0.35412 -1.60812 -3.61948  -0.878
C 0.42448 -2.77812 -3.00318  -1.089
C 0.83968 -2.45972 -1.57388  -0.306
N -1.57412 -2.14272 1.59762  0.848
C -2.44362 -1.17842 2.25822  0.412
C -3.33552 -1.84442 3.29372  -0.933
C -4.23002 -2.92862 2.67102  -0.605
C -3.64862 -3.45742 1.35972  -0.689
C -2.12782 -3.49732 1.42522  -0.657
N 1.22728 -2.36662 1.39462  1.104
C 1.27598 -3.79742 1.68942  -0.683
C 2.72038 -4.29182 1.68322  -0.897
C 3.56298 -3.48742 2.67122  -0.925
C 3.45778 -2.00362 2.32732  -0.387
C 1.99588 -1.57752 2.35242  -0.435
H -2.19882 -1.36392 -0.69188  -0.751
H -2.12132 -2.68882 -1.87328  0.355
H -0.57962 -0.04882 -2.10118  -0.291
H -2.07412 -0.44832 -3.00788  -0.172
H 0.32968 -0.90682 -4.09828  0.392
H -1.03252 -1.98212 -4.38578  0.337
H 1.31258 -2.99562 -3.59728  0.445
H -0.19682 -3.67472 -2.98128  0.324
H 1.43348 -1.53282 -1.54938  0.311
H 1.46008 -3.25702 -1.15838  0.182
H -3.08552 -0.67612 1.50532  -0.692
H -1.81432 -0.38772 2.70172  0.290
H -3.96112 -1.07922 3.75342  0.361
H -2.69782 -2.26802 4.07242  0.387
H -5.22632 -2.50662 2.46242  0.189
H -4.33812 -3.74662 3.38162  0.377
H -3.98052 -2.83492 0.52662  -0.010
H -4.01232 -4.46482 1.16522  0.490
H -1.70962 -3.91702 0.50732  0.617
H -1.82132 -4.12842 2.26602  0.406
H 0.68448 -4.31942 0.93572  0.477
H 0.83618 -3.99392 2.67472  0.329
H 3.14348 -4.18652 0.68242  0.295
H 2.72598 -5.34972 1.94862  0.403
H 4.60598 -3.80722 2.62882  0.399
H 3.19958 -3.64992 3.68902  0.365
H 3.87168 -1.83242 1.32722  0.180
H 4.01258 -1.39842 3.04922  0.256
H 1.90858 -0.51982 2.07232  -0.063
H 1.59098 -1.68372 3.36882  0.208
Se -4.68522 0.36128 -2.89228  -0.388
Sb -4.28412 0.99538 -0.61028  0.947
Se -2.01612 1.27598 -0.03038  0.780
Se -5.71382 -0.44672 0.73082  -0.137
Se -5.56442 2.89128 0.21912  -0.164

Force components x, y, z for each atom (eV/Å):
-1.76 -4.90 2.08
-0.31 0.02 -0.46
-0.10 -0.02 0.44
0.19 0.12 0.60
0.12 -0.13 -0.52
-0.10 0.03 -0.37
0.23 0.13 -0.05
0.48 -0.06 0.19
5.78 1.10 0.34
1.23 1.27 -3.13
0.26 1.62 3.14
0.08 -0.08 0.12
-0.15 0.02 0.05
0.02 -0.02 0.05
0.21 -0.06 0.67
0.15 0.02 -0.18
-0.28 -0.52 -0.31
-0.15 -0.57 1.12
0.76 1.63 -2.30
-0.08 -0.58 1.17
0.08 0.07 0.10
-0.85 -2.16 3.34
-0.41 0.72 -1.22
0.47 0.90 -0.58
0.32 0.00 -1.29
-0.17 -0.15 -0.29
0.68 -0.41 -0.09
0.08 0.24 0.06
0.03 0.03 -0.17
0.06 0.07 -0.07
-0.01 -0.02 0.21
1.92 2.86 -0.30
-0.29 -2.24 -0.32
0.44 0.59 1.21
-0.74 0.32 0.04
0.37 0.50 0.20
0.03 -0.07 0.01
0.05 0.15 0.01
0.58 -0.21 -0.24
0.93 0.30 -0.50
-0.14 1.02 0.06
0.14 0.03 -0.02
-0.16 0.19 -0.11
0.14 -0.07 0.18
-0.07 -0.32 -0.23
-0.86 0.65 -0.27
0.07 -0.51 -0.23
-0.05 0.05 0.20
0.11 0.08 -0.26
-0.11 -0.14 0.20
0.41 0.82 0.06
0.03 -0.31 -0.47
0.04 -0.02 0.14
-0.41 -0.57 -0.45
0.22 0.01 0.25
-0.03 -0.02 -0.05
0.10 -0.02 -0.11
-0.05 -0.10 0.07
0.07 -0.10 -0.07
-0.06 -0.11 -0.03
-0.01 0.09 -0.09
0.27 -0.33 0.47
-0.34 -0.31 0.01
0.12 0.04 0.09
-0.05 0.00 0.05
0.25 -0.33 0.29
-0.17 0.00 0.00
0.12 0.05 -0.20
-0.03 -0.03 -0.09
-0.10 -0.09 0.16
0.01 -0.01 -0.05
0.00 -0.12 0.04
-0.09 0.03 0.00
-0.04 -0.05 -0.07
0.00 -0.01 -0.08
-0.08 -0.04 0.08
0.04 -0.05 0.05
-0.02 0.11 0.07
0.02 0.00 -0.10
0.08 -0.27 0.17
-0.01 -0.09 -0.05
0.46 0.31 0.57
-2.82 -0.59 -3.17
-6.31 0.15 -1.22
-0.37 1.60 0.65
-0.46 -1.12 0.80

Summary:
LUMO energy = -0.2736 Eh
Gap between HOMO and LUMO = 1.951 eV
Net charge = +1
HOMO energy = -9.397 eV
Energy = -408083.9984 eV


> Which of these has the highest gap between HOMO and LUMO?

C3H14O4


> The highest energy belongs to which entry?

C3H14O4


> What is the formula in the second record?

C27H39BrN6O5PSSbSe4Tc